[1]
{"formula": "C46H53BN6O2PS3W", "method": "ωB97M-V/def2-TZVPD", "symbols": ["W", "C", "C", "C", "C", "N", "N", "B", "N", "N", "C", "C", "C", "C", "C", "S", "C", "C", "C", "C", "N", "N", "C", "C", "C", "C", "C", "S", "C", "C", "C", "C", "C", "S", "C", "C", "C", "C", "H", "H", "H", "H", "H", "H", "H", "H", "H", "H", "H", "H", "H", "H", "H", "H", "H", "H", "H", "H", "H", "H", "H", "H", "H", "H", "H", "H", "H", "H", "H", "H", "H", "H", "H", "H", "H", "H", "H", "O", "C", "O", "C", "C", "C", "C", "C", "C", "P", "C", "C", "C", "C", "C", "C", "C", "C", "C", "C", "C", "C", "H", "H", "H", "H", "H", "H", "H", "H", "H", "H", "H", "H", "H", "H"], "xyz": [[-0.25680, -0.89433, -0.15037], [4.67678, 0.29123, 1.66526], [3.52863, -0.20773, 2.49774], [3.65120, -0.50013, 3.82732], [2.54688, -0.98461, 4.58519], [1.37273, -1.10917, 4.03357], [1.24234, -0.81408, 2.72565], [-0.10113, -0.98097, 2.10358], [0.82258, -2.72639, -0.22357], [1.10184, -3.46013, 0.85571], [1.90849, -4.48130, 0.69758], [2.40664, -4.81444, -0.59497], [2.12168, -4.04841, -1.68860], [2.61604, -4.32068, -3.07420], [1.32262, -2.91180, -1.43124], [0.92484, -1.61115, -2.45952], [2.27319, -5.24532, 1.97028], [3.06393, -4.28453, 2.87316], [0.98401, -5.67300, 2.68876], [3.12619, -6.47737, 1.66608], [-1.29372, -0.80538, 3.02226], [-1.36098, -1.38813, 4.23029], [-2.40854, -1.12652, 4.97598], [-3.36410, -0.16414, 4.55260], [-3.32022, 0.37711, 3.29353], [-4.34891, 1.33746, 2.76748], [-2.25137, -0.04590, 2.49373], [-2.12139, 0.43116, 0.81661], [-2.54011, -1.88499, 6.30093], [-1.41860, -1.41461, 7.24418], [-3.89879, -1.62750, 6.95710], [-2.39178, -3.39086, 6.03724], [2.24972, -0.38915, 1.93989], [1.99115, 0.02595, 0.27342], [2.65777, -1.36348, 6.06073], [1.98885, -2.73257, 6.27380], [4.12095, -1.45559, 6.50638], [1.94415, -0.26373, 6.87205], [5.61295, 0.20922, 2.21281], [4.76149, -0.26770, 0.73176], [4.52789, 1.34153, 1.39840], [4.60979, -0.36252, 4.31345], [3.03308, -5.68924, -0.71275], [3.19576, -5.23980, -3.11853], [1.77319, -4.39703, -3.76571], [3.23870, -3.49414, -3.42603], [2.45570, -3.41099, 3.12429], [3.33765, -4.79688, 3.79886], [3.98627, -3.95071, 2.38529], [0.37748, -4.80308, 2.95441], [0.38658, -6.34098, 2.06069], [1.23850, -6.21087, 3.60472], [4.08992, -6.20912, 1.22459], [3.33160, -7.01119, 2.59470], [2.61090, -7.17254, 0.99770], [-4.15084, 0.14154, 5.23108], [-5.04412, 1.62843, 3.55238], [-3.87917, 2.23909, 2.36750], [-4.91722, 0.87984, 1.95173], [-1.51102, -0.34691, 7.46532], [-1.47998, -1.96385, 8.18568], [-0.43890, -1.59608, 6.79715], [-3.99936, -0.59735, 7.30940], [-4.73492, -1.85992, 6.28849], [-3.99272, -2.27503, 7.82855], [-1.43915, -3.61687, 5.55172], [-2.43638, -3.93078, 6.98393], [-3.20780, -3.75453, 5.40914], [2.57556, -3.51955, 5.79244], [1.93730, -2.95444, 7.34071], [0.98260, -2.75785, 5.85374], [4.69574, -2.15136, 5.88680], [4.61779, -0.48200, 6.51064], [4.15024, -1.83136, 7.52932], [0.95189, -0.04940, 6.46812], [1.83979, -0.58248, 7.91107], [2.52497, 0.66193, 6.86136], [-1.22005, 2.11120, -2.67973], [-1.50844, 1.02508, -2.33646], [-0.73265, 0.36277, -1.38267], [-2.64311, 0.19104, -2.84366], [-3.42852, 0.84580, -3.78726], [-4.50171, 0.20803, -4.38695], [-4.79937, -1.10272, -4.05222], [-4.02137, -1.77307, -3.11899], [-2.94498, -1.14454, -2.49322], [-2.05968, -2.23402, -1.32963], [-1.83274, -3.79665, -2.19537], [-1.31590, -3.77838, -3.49711], [-1.18701, -4.96210, -4.20340], [-1.57395, -6.16671, -3.62243], [-2.09691, -6.18528, -2.33713], [-2.22491, -5.00519, -1.61641], [-3.10404, -2.60556, 0.08429], [-4.44956, -2.28262, 0.19266], [-5.13710, -2.63162, 1.34817], [-4.48990, -3.31132, 2.37966], [-3.14537, -3.63374, 2.26965], [-2.44576, -3.26784, 1.12800], [-3.17514, 1.86508, -4.04838], [-5.09462, 0.73254, -5.12591], [-5.62868, -1.61464, -4.52406], [-4.24958, -2.80643, -2.88360], [-1.05022, -2.84267, -3.96919], [-0.80165, -4.94554, -5.21630], [-1.48445, -7.08999, -4.18220], [-2.42034, -7.11990, -1.89569], [-2.64750, -5.03708, -0.62225], [-4.96537, -1.77022, -0.61102], [-6.18981, -2.38892, 1.43690], [-5.04700, -3.60558, 3.26168], [-2.64506, -4.18523, 3.05382], [-1.40265, -3.55343, 1.02619]], "forces_ev_per_angstrom": [[0.456, 0.706, -2.109], [-0.136, 0.030, 0.066], [0.389, 0.157, -0.053], [-0.016, -0.064, 0.130], [0.348, 0.034, 0.127], [-0.075, 0.018, -0.062], [-0.177, -0.162, -0.058], [0.405, 0.313, 0.851], [-0.716, 0.192, 1.155], [-0.118, -0.044, 0.106], [0.127, -0.209, 0.066], [0.033, -0.115, 0.054], [0.181, -0.105, -0.216], [-0.034, 0.085, 0.059], [0.260, -0.325, -0.275], [-0.358, 0.289, 1.034], [-0.046, 0.031, -0.053], [0.047, 0.013, -0.045], [-0.020, -0.010, -0.059], [-0.003, -0.005, -0.040], [0.216, -0.642, -0.060], [0.023, -0.095, -0.177], [-0.287, 0.070, 0.155], [0.057, 0.014, 0.093], [-0.324, 0.182, 0.036], [0.071, -0.077, -0.011], [-0.282, 0.098, -0.075], [0.984, -0.658, 0.108], [0.126, 0.080, 0.020], [-0.003, 0.023, -0.145], [-0.028, 0.036, -0.049], [0.072, 0.082, -0.124], [-0.023, 0.087, -0.114], [-0.483, -0.506, -0.138], [-0.011, 0.056, -0.019], [0.031, 0.029, -0.145], [-0.030, 0.000, -0.010], [0.031, 0.031, -0.089], [-0.028, 0.000, 0.007], [0.005, -0.021, 0.056], [-0.007, -0.050, 0.020], [-0.061, -0.063, -0.027], [-0.035, 0.026, 0.037], [-0.015, 0.016, 0.017], [0.019, -0.027, 0.041], [0.009, -0.027, 0.031], [0.045, -0.072, 0.011], [-0.013, 0.043, -0.068], [-0.071, -0.025, 0.048], [0.026, -0.048, 0.009], [0.039, 0.044, 0.058], [-0.025, 0.041, -0.062], [-0.058, -0.031, 0.020], [-0.004, 0.029, -0.036], [0.039, 0.021, 0.049], [-0.002, -0.096, -0.042], [0.024, -0.023, -0.020], [-0.004, -0.041, 0.051], [0.037, 0.005, 0.069], [0.023, -0.076, 0.006], [-0.013, 0.039, -0.049], [-0.214, 0.005, 0.108], [-0.017, -0.060, -0.027], [0.067, 0.004, 0.060], [-0.004, 0.037, -0.004], [-0.060, -0.013, 0.045], [0.017, 0.038, -0.042], [0.001, -0.040, -0.007], [-0.036, 0.026, 0.051], [0.005, 0.022, -0.050], [0.039, -0.015, 0.047], [-0.035, 0.036, 0.052], [-0.016, -0.060, -0.014], [0.016, 0.019, -0.020], [0.107, -0.032, 0.077], [0.014, 0.033, -0.056], [-0.044, -0.029, -0.005], [0.145, 0.344, -0.013], [-0.185, -0.496, -0.022], [-0.546, 1.142, -0.293], [0.042, -0.144, 0.161], [0.033, 0.047, 0.017], [-0.084, -0.054, -0.069], [-0.054, 0.021, -0.052], [0.024, 0.009, 0.057], [0.168, 0.104, 0.025], [-0.221, -0.079, -0.465], [0.255, 0.049, -0.001], [-0.112, -0.085, -0.047], [0.004, -0.018, -0.010], [0.009, 0.019, -0.012], [0.020, -0.014, 0.029], [0.073, -0.042, -0.043], [0.121, -0.225, 0.158], [-0.097, 0.063, 0.059], [0.000, 0.017, 0.041], [-0.088, 0.047, -0.008], [0.014, 0.034, 0.017], [-0.104, 0.031, -0.021], [-0.013, -0.033, -0.005], [0.018, -0.020, 0.048], [0.027, 0.022, 0.017], [-0.009, 0.009, -0.042], [-0.025, -0.011, -0.022], [-0.035, 0.003, 0.054], [-0.005, 0.049, 0.024], [0.017, 0.046, -0.017], [-0.018, -0.017, -0.028], [0.033, -0.007, 0.051], [0.052, -0.046, -0.008], [0.013, 0.018, -0.042], [0.016, 0.008, 0.051], [0.051, -0.065, 0.033]], "lowdin_charge": [1.248, -0.030, -0.220, 0.130, -0.170, 0.193, -0.005, -0.346, -0.273, 0.105, -0.171, 0.106, -0.211, -0.007, -0.697, 0.833, -0.536, -0.031, -0.032, -0.043, -0.007, 0.211, -0.153, 0.126, -0.211, -0.020, -0.507, 0.898, -0.529, -0.023, -0.044, -0.031, -0.524, 0.818, -0.523, -0.032, -0.042, -0.023, 0.101, 0.085, 0.108, 0.137, 0.131, 0.101, 0.085, 0.103, 0.055, 0.096, 0.099, 0.065, 0.096, 0.099, 0.097, 0.102, 0.099, 0.136, 0.102, 0.097, 0.095, 0.102, 0.108, 0.039, 0.097, 0.096, 0.104, 0.073, 0.103, 0.077, 0.079, 0.104, 0.054, 0.098, 0.094, 0.105, 0.065, 0.105, 0.098, 0.220, -0.470, -0.484, -0.117, 0.027, -0.003, -0.013, -0.078, -0.266, 1.012, -0.355, -0.119, -0.048, -0.030, -0.040, -0.059, -0.407, -0.056, -0.028, -0.038, -0.057, -0.142, 0.140, 0.132, 0.130, 0.123, 0.085, 0.125, 0.125, 0.122, 0.101, 0.114, 0.126, 0.121, 0.108, 0.082], "lumo_energy_ev": [-10.881, -10.881], "de_lowest_kcal_mol": 6.8, "multiplicity": 1, "total_charge": 3, "homo_ev": [-16.254, -16.255], "mol_weight_g_mol": 1043.8, "max_force_ev_per_a": 2.3}

=====

[2]
{"formula": "C6H5O2S3", "method": "ωB97M-V/def2-TZVPD", "symbols": ["C", "C", "C", "C", "C", "C", "O", "O", "S", "S", "S", "H", "H", "H", "H", "H"], "xyz": [[-0.27797, -2.17395, -0.28250], [0.06099, -0.99398, 0.24013], [-1.26958, -0.28374, -3.09611], [0.34196, 0.11741, 1.21506], [0.25789, -0.05609, 2.59392], [0.91408, 1.43357, 0.69327], [-0.83658, -0.71768, -4.10533], [-1.93853, 0.15301, -2.24851], [-1.01206, -3.66897, -0.26968], [0.84094, -1.27487, -1.54614], [-0.20675, 2.73774, 0.05193], [0.55943, 0.74787, 3.20031], [-0.10352, -1.03499, 2.99506], [1.65240, 1.21526, -0.08374], [1.55043, 1.89706, 1.48009], [-0.53313, 1.90234, -0.83777]], "forces_ev_per_angstrom": [[0.260, 1.267, 1.248], [0.544, 0.196, -0.974], [-0.125, -1.038, -1.348], [-0.275, -1.461, 1.254], [-0.652, -1.674, -3.262], [1.342, -0.092, 0.669], [-0.361, 0.820, 1.148], [0.435, 0.192, 0.005], [0.180, 0.541, 0.004], [-0.497, 0.386, 1.250], [0.844, 0.516, 1.783], [0.106, 0.744, 0.932], [0.453, 1.136, -0.211], [-0.349, -0.076, -0.184], [-0.740, -0.237, -0.221], [-1.166, -1.219, -2.093]], "lowdin_charge": [-1.137, -0.404, -0.537, -0.351, 0.032, -0.555, 0.105, 0.138, 0.384, 0.642, 0.705, 0.019, 0.072, 0.050, 0.068, -0.230], "lumo_energy_ev": 2.941, "de_lowest_kcal_mol": 0.0, "multiplicity": 1, "total_charge": -1, "homo_ev": -3.330, "mol_weight_g_mol": 205.3, "max_force_ev_per_a": 3.7}